# 1
163
Properties=species:S:1:pos:R:3 method="wB97M-V/def2-TZVPD" charge=+4 e_lumo_ev=-7.567 mol_weight_g_mol=831.37 gap_ev=7.09 homo_energy_ev=-14.7 energy_ha=-2593.5913 max_force_ha_per_bohr=0.237
C 7.99472 14.64484 -16.28364
O 6.60680 14.80256 -16.25847
H 8.36547 14.08829 -15.40552
H 8.28872 14.07168 -17.17495
H 8.57183 15.58479 -16.27140
C 13.19568 6.52361 -17.13094
C 13.33905 8.02023 -16.87382
C 11.96517 8.69910 -16.91965
N 11.98410 10.23475 -16.89182
C 12.55707 10.78667 -18.20110
C 12.57157 12.34025 -18.36998
C 11.08029 12.66166 -18.30974
C 10.44229 12.16561 -16.99895
C 10.51339 10.64747 -16.81778
C 12.76736 10.77060 -15.71481
H 12.63633 5.95360 -16.38858
H 14.18009 6.08245 -17.25809
H 12.57713 6.40071 -18.02582
H 13.91696 8.50769 -17.65777
H 13.70888 8.12947 -15.85419
H 11.40745 8.42708 -16.02137
H 11.36639 8.38513 -17.77434
H 12.09576 10.28975 -19.04955
H 13.57942 10.43790 -18.04378
H 13.01764 12.61701 -19.32005
H 13.04988 12.81076 -17.51339
H 10.54114 12.23530 -19.15833
H 10.92374 13.74307 -18.35841
H 9.42929 12.56298 -16.93622
H 10.89043 12.58734 -16.09252
H 9.98499 10.24347 -17.68405
H 10.18544 10.19074 -15.88691
H 12.27596 10.56754 -14.76442
H 12.84744 11.85171 -15.76644
H 13.74291 10.30534 -15.81607
C 3.10729 19.23599 -15.17918
C 2.82044 18.65719 -16.57849
C 4.02123 17.88861 -17.12910
N 4.21250 17.91801 -18.65044
C 4.40016 19.33901 -19.16735
C 5.68295 19.98398 -18.69022
C 6.91011 19.21703 -19.19642
C 6.74835 17.75217 -18.73996
C 5.42377 17.12376 -19.15585
C 3.02968 17.27726 -19.30196
H 2.19049 19.69340 -14.80398
H 3.88441 19.99636 -15.16687
H 3.26561 18.41112 -14.48082
H 2.50188 19.42003 -17.28856
H 1.95257 18.00776 -16.45967
H 3.90571 16.82255 -16.93446
H 4.99892 18.22371 -16.79225
H 3.53805 19.93063 -18.86538
H 4.32702 19.20928 -20.24716
H 5.81309 20.09620 -17.61087
H 5.72837 21.00740 -19.06654
H 7.88121 19.60203 -18.88751
H 6.94173 19.33712 -20.28248
H 6.92602 17.54138 -17.68078
H 7.46272 17.03527 -19.16062
H 5.31882 16.11885 -18.74247
H 5.33197 17.02207 -20.23523
H 2.82218 16.33924 -18.79101
H 3.15353 17.03026 -20.35641
H 2.17427 17.95226 -19.29474
C 7.16727 15.39071 -10.48555
C 7.17485 15.31934 -12.04128
C 8.52414 15.67629 -12.72759
N 8.72787 17.14567 -13.10004
C 7.48746 17.70247 -13.75328
C 7.74097 18.91658 -14.61424
C 8.98693 18.73346 -15.50745
C 10.21465 18.46196 -14.70829
C 10.01484 17.16087 -13.96604
C 8.95855 17.91655 -11.81293
H 7.90501 14.69792 -10.09813
H 6.14441 15.14655 -10.17927
H 7.18467 16.40348 -10.08607
H 6.38513 15.94017 -12.46702
H 6.90111 14.40932 -12.57741
H 8.51847 15.17034 -13.69390
H 9.40525 15.28862 -12.21850
H 7.06163 16.90021 -14.36591
H 6.71756 17.90556 -13.01061
H 6.86788 19.02161 -15.26547
H 7.75093 19.86519 -14.07687
H 8.94083 17.98184 -16.29766
H 9.09711 19.69171 -16.02140
H 11.08570 18.41814 -15.37280
H 10.66571 19.19169 -14.02467
H 9.73206 16.40003 -14.69854
H 10.76207 16.69164 -13.33150
H 9.81216 17.51030 -11.27360
H 8.09515 17.80425 -11.16871
H 9.16726 18.92085 -12.17251
C 1.46013 13.70696 -12.78880
N 2.60997 14.35597 -12.05470
C 2.00092 15.03132 -10.87333
C 3.54089 13.26130 -11.60424
C 3.39542 15.37875 -12.89881
C 3.83225 14.90675 -14.29028
O 5.02505 14.17928 -14.18125
H 0.74269 14.45111 -13.12917
H 0.87952 13.02570 -12.16980
H 1.96145 13.14778 -13.57390
H 1.44673 14.33742 -10.24201
H 1.25921 15.79388 -11.11011
H 2.81775 15.46579 -10.29845
H 2.99580 12.49943 -11.04449
H 4.30659 13.60192 -10.91117
H 3.92857 12.78682 -12.50067
H 4.23282 15.78164 -12.34109
H 2.56788 16.08288 -13.01015
H 3.86587 15.79528 -14.92947
H 3.07204 14.30464 -14.80311
H 5.63874 14.37962 -14.94113
C 14.88578 17.33896 -17.89994
N 14.42570 16.07996 -17.20728
C 14.68327 14.84666 -18.01475
C 15.18493 16.07149 -15.89094
C 12.94415 16.19453 -16.86715
C 11.93705 16.12277 -18.00188
O 12.21508 17.00204 -19.10119
H 14.53164 18.23644 -17.40001
H 14.66378 17.33663 -18.96317
H 15.97120 17.37700 -17.81448
H 14.47826 13.97531 -17.38792
H 15.76907 14.81705 -18.10469
H 14.13378 14.77289 -18.94618
H 15.32787 15.04606 -15.55030
H 14.54388 16.53588 -15.14482
H 16.14344 16.57868 -15.91771
H 12.80969 17.12796 -16.32793
H 12.79982 15.34989 -16.18882
H 11.11271 16.71442 -17.57559
H 11.54974 15.13939 -18.26864
H 11.47175 17.05147 -19.70626
C 6.74021 11.55382 -15.80540
N 5.53672 11.05906 -16.61466
C 5.99602 10.17397 -17.72612
C 4.75778 10.21961 -15.60686
C 4.57730 12.15635 -17.07047
C 4.82059 12.76553 -18.41988
O 6.10134 13.36598 -18.61607
H 7.11785 10.72393 -15.21416
H 6.31702 12.29299 -15.13033
H 7.41395 11.93941 -16.56259
H 6.57887 10.79279 -18.40744
H 5.12351 9.80070 -18.25849
H 6.61207 9.34320 -17.39142
H 4.61791 10.73174 -14.65824
H 5.29482 9.28148 -15.50479
H 3.76175 10.04748 -16.01032
H 4.66963 12.88834 -16.26076
H 3.52149 11.94878 -16.87840
H 4.18292 13.62694 -18.66359
H 4.50146 12.16703 -19.27558
H 6.28988 14.01645 -17.90935
O 11.28540 14.18314 -14.80675
C 11.95323 13.01527 -15.01817
O 13.19868 13.05271 -15.02271
O 11.25501 11.97977 -15.21574
H 10.36173 13.88941 -14.89426

---

# 2
82
Properties=species:S:1:pos:R:3 method="wB97M-V/def2-TZVPD" charge=+1 e_lumo_ev="-2.981 / -2.981" mol_weight_g_mol=784.78 gap_ev="6.64 / 6.55" homo_energy_ev="-9.6 / -9.5" s2=0.75 energy_ha=-2412.4578 spin_multiplicity=2 max_force_ha_per_bohr=0.027
Ru 0.61206 0.45924 -0.38995
C -2.13215 -2.04219 1.46090
C -1.38335 -3.15597 1.85217
C -0.01636 -3.09755 1.80074
C 0.63463 -1.93545 1.35272
N -0.11441 -0.89226 0.91708
C -1.45940 -0.95034 0.98610
N 2.00101 -1.90907 1.48854
C 2.63064 -0.78600 1.37198
N 2.09761 0.37672 0.91132
C 2.92722 1.43636 1.16522
N 2.63671 2.68060 1.03740
C 1.34603 3.11861 0.76820
C 1.18161 4.50999 0.80556
C -0.06247 5.07073 0.65502
C -1.16268 4.23526 0.48114
C -0.94403 2.88232 0.42251
N 0.27274 2.31681 0.54523
C 4.18783 0.88098 1.70163
C 5.36383 1.48883 2.08978
C 6.37249 0.66732 2.58358
C 6.19184 -0.70787 2.70276
C 4.99466 -1.31349 2.33439
C 4.00590 -0.49808 1.82340
H -3.21085 -2.03226 1.49989
H -1.87512 -4.05087 2.20939
H 0.61269 -3.91306 2.12468
H -1.98020 -0.07558 0.62173
H 2.06601 5.10502 0.97466
H -0.18281 6.14537 0.67930
H -2.16315 4.62312 0.36345
H -1.76159 2.20102 0.23820
H 5.49322 2.55871 2.00509
H 7.31565 1.10390 2.88394
H 6.99787 -1.31413 3.09382
H 4.84145 -2.37862 2.43813
C -5.42051 -1.48486 -5.91080
C -3.91803 -1.42871 -6.13620
N -3.15884 -1.56672 -4.89374
C -2.74682 -0.44882 -4.26141
C -1.98107 -0.40207 -3.13673
C -1.53491 0.98697 -2.74081
O -1.99682 1.93604 -3.34933
O -0.61793 1.13252 -1.83201
C -1.56696 -1.64467 -2.53097
O -0.76446 -1.75399 -1.60875
C -2.09979 -2.86297 -3.17869
C -1.72928 -4.09716 -2.65751
C -2.06700 -5.24715 -3.31304
F -1.62903 -6.43235 -2.82780
C -2.80069 -5.22319 -4.49882
C -3.21351 -3.99750 -4.99059
C -2.84288 -2.80704 -4.36197
N -3.11197 -6.38635 -5.25782
C -3.18315 -7.68724 -4.61089
C -3.80143 -8.67465 -5.62050
N -4.49485 -7.87130 -6.68013
C -3.48933 -7.13327 -7.52475
C -2.47243 -6.49816 -6.56240
H -5.95086 -1.40018 -6.85917
H -5.74132 -0.66558 -5.26782
H -5.71380 -2.42026 -5.43214
H -3.62516 -0.47998 -6.58216
H -3.58460 -2.20108 -6.82991
H -3.01235 0.49024 -4.73057
H -1.11261 -4.12472 -1.76917
H -3.81622 -3.98466 -5.88818
H -3.80711 -7.60795 -3.72132
H -2.20924 -8.07766 -4.30532
H -4.52558 -9.34256 -5.16040
H -3.05015 -9.27064 -6.13533
H -5.05858 -7.16249 -6.20358
H -5.10657 -8.44875 -7.25511
H -4.04187 -6.39581 -8.10388
H -3.03780 -7.85808 -8.19950
H -2.17958 -5.51574 -6.92352
H -1.56188 -7.10764 -6.50967
N 0.19645 -3.01370 -5.17597
C 0.86412 -2.26243 -4.59844
N 1.67792 -1.38036 -4.05599
C 1.63582 -1.02025 -2.83830
N 1.74144 -0.68313 -1.71361